No. 1
Here is a structure of composition C14H28N6O6Ti at a distorted geometry from the OMol25 dataset. Energies are from ωB97M-V/def2-TZVPD.

Output
2S+1	2
strongest force on any atom	0.0756	hartree/bohr
E_HOMO (alpha / beta)	-11.362 / -11.501	eV
total energy	-2179.18954	hartree
charge	+1

Element x y z (Å)
O -1.26357 -0.48808 -3.77210
H -0.81525 -0.07814 -4.54077
Ti -0.57748 0.35647 -0.69743
N -0.69569 2.03266 0.49056
N 1.26259 1.36599 -1.18769
N -1.88409 -0.54281 0.62743
N -0.60131 -1.69721 -1.34356
O -1.65906 2.36247 1.32742
O -2.60132 0.09191 1.59052
O -0.16071 -2.14073 -2.51800
O 2.33639 0.95261 -1.73119
C 1.34745 2.58576 -0.58300
C 0.30210 2.94538 0.30027
C -2.05352 -1.88885 0.49323
C -1.34146 -2.52981 -0.56159
C 0.27880 4.16724 1.13639
H 0.52084 3.85453 2.16051
H -0.69916 4.66422 1.14810
H 1.02609 4.89238 0.80372
C 2.59913 3.34883 -0.81900
H 2.82655 3.41357 -1.89032
H 3.44577 2.84803 -0.32705
H 2.52551 4.36966 -0.43440
C -2.94456 -2.64102 1.40879
C -1.45610 -3.99918 -0.81751
H -3.40150 -1.96496 2.13378
H -2.37783 -3.41626 1.94268
H -3.74744 -3.14931 0.85687
H -0.85624 -4.28586 -1.68469
H -2.49976 -4.29627 -0.99493
H -1.11233 -4.58654 0.04508
H -2.23996 1.12046 1.52618
H -0.68361 -1.32344 -3.29631
C -1.59512 0.88507 -2.25650
H -0.53830 1.18583 -2.49970
H -2.17219 0.07988 -1.73970
H -2.31531 1.55301 -2.74759
O -4.48524 3.21415 0.57269
H -4.98178 2.38066 0.59249
H -3.56343 2.94391 0.78971
C 4.30612 -2.27934 -0.21087
C 3.14792 -1.64735 0.43749
C 2.76876 -1.48354 1.77106
C 1.54963 -0.78414 1.74788
N 1.18821 -0.59464 0.46364
N 2.18626 -1.10283 -0.29533
C 0.73433 -0.26249 2.85758
H 5.13650 -1.56681 -0.31428
H 4.63613 -3.11555 0.41448
H 4.05128 -2.65983 -1.20908
H 3.30458 -1.80791 2.64986
H 2.25976 -0.89516 -1.30328
H -0.22836 -0.78712 2.92384
H 1.27729 -0.41439 3.79863
H 0.53369 0.81488 2.76498

***

No. 2
Here is a structure of composition C23H33CrIO4Si2 at a distorted geometry from the OMol25 dataset. Energies are from ωB97M-V/def2-TZVPD.

Output
ΔE to the lowest compared entry with this formula, charge and spin	21.3	kJ/mol
2S+1	2
strongest force on any atom	0.0234	hartree/bohr
E_HOMO (alpha / beta)	-4.614 / -4.006	eV
total energy	-3118.47165	hartree
charge	-1

Element x y z (Å)
Cr 0.05043 0.10851 0.21208
C 3.22608 2.55809 1.70484
C 2.61377 1.27881 1.20535
O 1.47221 1.31081 0.77618
C 3.35555 0.01908 1.21187
C 4.70038 -0.01307 1.61781
C 5.43271 -1.17267 1.61137
C 4.79634 -2.35218 1.17768
C 3.48732 -2.35295 0.77904
C 2.70002 -1.16572 0.79360
O 1.45113 -1.25365 0.44075
H 2.50089 3.35754 1.58135
H 4.13817 2.80763 1.15870
H 3.48743 2.46608 2.76164
H 5.17436 0.90849 1.93766
H 6.46584 -1.18007 1.93069
H 5.35482 -3.28134 1.15453
H 2.99692 -3.25875 0.44256
C -1.26675 3.91080 0.40454
Si -1.77006 2.63471 -0.88163
C -2.27597 3.67140 -2.36322
C -3.30361 1.69763 -0.36372
C -0.37903 1.51795 -1.23075
Si -0.34477 0.64192 -2.84598
C -1.94693 -0.14080 -3.33975
C 0.10585 1.80764 -4.25040
C 1.02081 -0.63457 -2.83278
H -2.05425 4.08831 1.14614
H -1.04873 4.86643 -0.08852
H -0.36862 3.58875 0.93898
H -3.01423 4.42506 -2.05564
H -2.73055 3.05855 -3.15225
H -1.41320 4.19278 -2.79608
H -3.86352 2.23124 0.41296
H -3.03976 0.70921 0.02486
H -3.96990 1.55337 -1.22257
H 0.52682 2.14772 -1.23736
H -2.73390 0.62172 -3.41474
H -2.27698 -0.90605 -2.63164
H -1.83489 -0.60196 -4.32866
H -0.70774 2.50952 -4.46599
H 0.30270 1.23084 -5.16434
H 1.00299 2.39531 -4.01936
H 0.90765 -1.36916 -2.02825
H 1.98941 -0.13740 -2.69497
H 1.05172 -1.19208 -3.77697
I -1.82776 -5.60669 5.31444
C -1.82369 -4.53781 3.52599
C -0.76805 -3.68707 3.24826
C -0.77634 -2.96589 2.05496
C -1.81674 -3.10835 1.15493
C -2.85865 -3.97697 1.44688
C -2.87879 -4.69408 2.63734
C -1.88360 -2.34865 -0.16774
O -2.58314 -2.80899 -1.05224
O -1.16956 -1.28082 -0.28684
H 0.05072 -3.57528 3.94730
H 0.04817 -2.30560 1.82142
H -3.65532 -4.08544 0.72160
H -3.69781 -5.36397 2.86345
C -0.94744 0.68529 1.88828
H -0.26278 0.65606 2.74914
H -1.78073 -0.00092 2.07481
H -1.33744 1.70170 1.81840

***

No. 3
Here is a structure of composition CrH18O9 at a distorted geometry from the OMol25 dataset. Energies are from ωB97M-V/def2-TZVPD.

Output
ΔE to the lowest compared entry with this formula, charge and spin	72.6	kJ/mol
2S+1	4
strongest force on any atom	0.0210	hartree/bohr
E_HOMO (alpha / beta)	-22.210 / -22.202	eV
total energy	-1731.36990	hartree
charge	+3

Element x y z (Å)
Cr 14.66565 6.22151 19.09152
O 13.01696 7.29669 18.23604
H 13.22975 7.88514 17.49480
H 12.08534 7.48426 18.44985
O 16.48063 6.33092 20.16949
H 17.19426 6.94261 19.91174
H 16.81554 5.85494 20.94792
O 15.63361 7.33069 17.53448
H 15.44138 8.27746 17.42437
H 16.13108 7.07247 16.73698
O 13.90735 5.37360 16.26497
H 13.39376 5.59726 15.47140
H 14.09467 4.42954 16.16357
O 14.81448 8.49458 19.86902
H 13.95008 8.82008 20.16392
H 15.35790 9.29675 19.77279
O 15.72927 4.75671 18.19156
H 16.15755 4.68458 17.32000
H 16.10701 4.04031 18.73673
O 14.80291 4.03059 20.81358
H 14.47618 3.13114 20.64492
H 15.37190 3.92501 21.59323
O 13.57612 6.51133 20.89618
H 12.69645 6.14965 21.10525
H 13.83532 7.03505 21.67640
O 13.06470 4.78163 18.87059
H 12.32458 4.69075 18.24504
H 12.93826 4.07900 19.52597

***

No. 4
Here is a structure of composition C20H21As2BaBrF6N3O from the OMol25 dataset. Energies are from ωB97M-V/def2-TZVPD.

Output
ΔE to the lowest compared entry with this formula, charge and spin	0.0	kJ/mol
2S+1	2
strongest force on any atom	0.0135	hartree/bohr
E_HOMO (alpha / beta)	-13.573 / -13.573	eV
total energy	-8684.17469	hartree
charge	+2

Element x y z (Å)
Ba -0.22223 0.31786 -0.04352
C -0.58933 0.18520 5.04916
C -0.29256 0.43301 3.70817
N -0.55841 -0.41330 2.72668
C -1.16082 -1.58367 3.03992
C -1.49498 -1.92710 4.36027
C -1.19202 -1.00184 5.37486
C -2.12399 -3.18158 4.64856
C -2.40330 -4.05412 3.66001
C -2.08343 -3.74378 2.29908
C -2.36958 -4.63422 1.24710
C -2.04723 -4.28642 -0.03857
C -1.44650 -3.04814 -0.26391
N -1.16642 -2.18248 0.70071
C -1.47310 -2.52379 1.97116
H -0.34691 0.92313 5.80031
H 0.17985 1.37101 3.43207
H -1.44200 -1.23693 6.40167
H -2.37220 -3.41684 5.67520
H -2.87829 -5.00084 3.88198
H -2.84286 -5.58286 1.46693
H -2.25174 -4.94315 -0.87201
H -1.18460 -2.74600 -1.27276
F -1.14372 -0.29049 -2.51930
As 0.37545 -0.44899 -3.42427
F 0.82303 1.00561 -2.45567
F 0.90482 -1.31245 -1.95029
F 1.97253 -0.50462 -4.02436
F -0.12694 -1.90596 -4.12221
F -0.21328 0.54129 -4.66663
Br 7.03242 -1.47336 -1.35845
C 5.42158 -0.86346 -0.79736
C 4.63517 -0.07301 -1.68104
C 3.40418 0.37293 -1.22294
N 2.94598 0.07797 -0.00781
C 3.70666 -0.67556 0.82952
C 4.93765 -1.16768 0.49432
H 4.98499 0.15619 -2.67892
H 2.75412 0.94920 -1.86794
H 3.27652 -0.88472 1.80035
H 5.51900 -1.77085 1.17690
C -3.67456 2.11055 -2.62422
As -2.50232 3.20298 -1.58811
C -1.24304 3.96461 -2.80580
C -3.50187 4.59170 -0.74752
O -1.69526 2.28327 -0.42739
H -4.24724 2.73698 -3.30680
H -4.35047 1.56666 -1.96797
H -3.06417 1.40754 -3.18916
H -1.76380 4.45648 -3.62613
H -0.63790 3.14581 -3.19374
H -0.61151 4.68468 -2.28989
H -4.00298 5.19682 -1.50169
H -2.82438 5.21295 -0.16555
H -4.24053 4.14115 -0.08755